[1]
# C10H13BrO2

A molecular structure, C10H13BrO2 in a non-equilibrium geometry (the ωB97M-V functional and the def2-TZVPD basis, the OMol25 dataset).

```
26
C10H13BrO2 | the OMol25 dataset | the ωB97M-V functional and the def2-TZVPD basis
C 0.85426 1.63208 1.01381
C 1.48547 0.88500 -1.12240
C 1.53715 0.45342 0.41051
C 0.10912 0.81833 -1.68219
C -0.67714 0.46872 0.60260
C 0.41965 -0.58068 0.83985
C -1.02615 0.67754 -0.85315
C 0.39975 -1.86375 0.07936
C 0.29904 -0.95727 2.30500
C -2.32191 0.14651 -1.43737
O 0.99729 2.67828 1.52575
O -0.70969 1.90438 -1.41971
Br -2.23928 0.50297 1.72294
H 1.87236 1.83434 -1.26055
H 2.33476 0.28739 -1.67692
H 2.57762 0.27807 0.70724
H 0.06903 0.53236 -2.75011
H -0.43846 -2.31102 0.45049
H 1.44100 -2.36513 0.20524
H 0.38348 -1.55056 -0.92216
H -0.66360 -1.33521 2.56407
H 0.43866 -0.00331 3.05808
H 0.91919 -1.76510 2.52442
H -3.19912 0.50049 -0.95221
H -2.37640 -0.97099 -1.36912
H -2.48609 0.10312 -2.56350
```

Total charge: 0
Gap between HOMO and LUMO, eV: 9.08

List of natural (NBO) charges in e, atom by atom: 0.733 -0.417 -0.336 0.035 -0.168 -0.095 0.134 -0.613 -0.607 -0.642 -0.477 -0.476 0.044 0.239 0.233 0.232 0.197 0.222 0.214 0.208 0.231 0.217 0.211 0.235 0.213 0.233

[2]
# C3H4N2OS

C3H4N2OS in the gas phase in a non-equilibrium geometry (the ωB97M-V functional and the def2-TZVPD basis, the OMol25 dataset).

```
11
C3H4N2OS | the OMol25 dataset | the ωB97M-V functional and the def2-TZVPD basis
C -0.41278 2.04152 -0.14458
C -1.17476 -0.67143 -0.18799
C 1.07895 -1.20612 0.07313
N 0.45547 1.03226 -0.19485
N 0.02578 -0.28557 -0.13828
O -1.57185 1.87304 0.13061
S -2.49922 -1.52322 -0.14642
H 0.06989 3.03743 -0.06802
H 1.87389 -0.54261 0.59398
H 0.85415 -1.94596 0.94762
H 1.30047 -1.80933 -0.86520
```

Total charge: 0
Gap between HOMO and LUMO, eV: 7.24

List of natural (NBO) charges in e, atom by atom: 0.452 0.254 -0.424 -0.492 -0.264 -0.635 0.236 0.144 0.275 0.220 0.234

[3]
# C4H10N2

A gas-phase ion, C4H10N2 (charge +1) in a non-equilibrium geometry (the ωB97M-V functional and the def2-TZVPD basis, the OMol25 dataset).

```
16
C4H10N2 | the OMol25 dataset | the ωB97M-V functional and the def2-TZVPD basis
C 0.33016 -1.13008 0.83336
C -0.12268 -0.94702 -0.59565
C 0.06074 0.49738 -1.13073
C -1.76993 1.65656 0.05159
N -0.59924 1.47013 -0.30252
N 1.82679 -1.17689 0.89988
H 0.06967 -2.06895 1.31830
H -0.04149 -0.29225 1.44013
H 0.46802 -1.59925 -1.24850
H -1.09500 -1.36597 -0.82946
H -0.35424 0.47111 -2.14532
H 1.12634 0.72969 -1.15862
H -2.05700 2.48718 0.69744
H -2.61291 1.03880 -0.28827
H 2.13023 -0.19636 0.89032
H 2.10083 -1.35740 1.85848
```

Total charge: +1
Gap between HOMO and LUMO (alpha / beta), eV: 8.36 / 4.93
Spin multiplicity: 2

List of natural (NBO) charges in e, atom by atom: -0.242 -0.424 -0.304 -0.001 0.046 -0.802 0.238 0.164 0.272 0.236 0.279 0.283 0.277 0.275 0.334 0.370

[4]
# C7H19BeN8O13

A molecular structure, C7H19BeN8O13 in a non-equilibrium geometry (the ωB97M-V functional and the def2-TZVPD basis, the OMol25 dataset).

```
48
C7H19BeN8O13 | the OMol25 dataset | the ωB97M-V functional and the def2-TZVPD basis
Be 0.45084 -0.93084 0.49585
O -5.18667 -3.60096 2.06589
C -4.07057 -3.64095 1.27883
O -3.85609 -4.61598 0.60869
O -3.31676 -2.60664 1.20414
H -5.02139 -2.81016 2.58445
O 3.14405 -0.71230 -4.83832
C 3.55176 -1.55683 -3.85332
O 3.18328 -1.40747 -2.68866
O 4.20973 -2.56902 -4.07373
H 2.72679 0.06254 -4.45476
O -0.48375 -6.77468 -0.69341
C 0.67662 -6.09353 -0.71759
O 1.72014 -6.67641 -0.95322
O 0.80387 -4.86136 -0.54244
H -1.11865 -6.17572 -0.29370
C -2.41980 0.47736 -4.01101
O -1.93120 0.38443 -2.94992
N -3.61738 0.92014 -4.22701
N -1.83321 0.13429 -5.13107
H -4.09874 1.19750 -3.38352
H -4.04500 0.86722 -5.14049
H -0.94088 -0.33788 -5.10073
H -2.53033 0.21794 -5.85710
C -0.86977 -0.90146 5.46864
O 0.04799 -1.10624 4.65162
N -1.13794 0.37380 5.79642
N -1.65275 -1.69254 6.00604
H -0.37602 1.03668 5.80964
H -2.11004 0.60649 5.94123
H -2.38979 -1.45329 6.65383
H -1.33211 -2.62565 5.79019
C -0.64688 4.12013 1.01216
O -1.05562 2.98119 1.26182
N -0.31773 4.58393 -0.15349
N -0.32359 5.02184 1.88956
H -0.01528 5.54106 -0.04156
H -0.56385 4.13890 -1.02612
H 0.04861 5.93038 1.65264
H -0.40974 4.67636 2.83471
C 4.31970 2.32802 0.08017
O 3.60347 1.78051 0.88043
N 4.25209 3.54220 -0.43323
N 5.36404 1.65826 -0.41906
H 4.77456 3.76266 -1.26900
H 3.35527 4.00546 -0.46783
H 5.96562 2.11095 -1.09231
H 5.47316 0.68968 -0.15435
```

Total charge: -1
Gap between HOMO and LUMO, eV: 2.39

List of natural (NBO) charges in e, atom by atom: 0.562 -0.728 0.923 -0.666 -0.727 0.474 -0.725 0.920 -0.626 -0.609 0.482 -0.685 0.920 -0.522 -0.499 0.506 0.743 -0.648 -0.840 -0.837 0.413 0.375 0.426 0.368 0.742 -0.679 -0.873 -0.794 0.408 0.375 0.403 0.418 0.743 -0.660 -0.818 -0.834 0.362 0.418 0.378 0.411 0.756 -0.648 -0.833 -0.835 0.374 0.394 0.371 0.421

Calculated values (eV) of DFT total energy for the records, taken in order: -84714.20471 -19035.00577 -7280.11514 -46501.27532.
Calculated values (eV) of relative energy (zero: lowest compared OMol25 entry of this formula, charge and spin) for the records, taken in order: 2.8608 4.0427 2.9777 11.5960.